Entry 1:
This record from the Open Molecules 2025 dataset describes a structure of composition C33H58Cl28N2O2S at a distorted geometry. The level of theory is wB97M-V/def2-TZVPD.

```
124
Properties=species:S:1:pos:R:3
C 0.62418 -1.44894 -0.57191
C 1.53341 -0.26403 -0.22897
C 2.84932 -0.23359 -1.11808
C 2.48956 0.51600 -2.41379
C 3.61433 0.44463 -3.45801
C 3.40479 -0.61855 -4.55454
C 2.43042 -1.74141 -4.18439
C 0.98613 -1.59058 -4.63085
C 0.14302 -2.65134 -4.51118
C 0.60171 -3.97446 -3.98521
O 0.33746 -4.00200 -2.59519
C 0.59205 -5.28410 -2.03142
C -1.23180 -2.54976 -4.88130
C -1.80326 -1.44198 -5.35226
C -3.27231 -1.35617 -5.70717
O -4.05311 -2.12110 -4.80806
C -4.37735 -1.41495 -3.63574
C -5.44265 -2.20113 -2.89583
C -6.01278 -1.40881 -1.71197
C -0.99454 -0.28759 -5.53027
N -1.34407 0.88073 -6.00226
S -0.00728 1.80395 -5.96669
N 1.01949 0.75076 -5.33938
C 0.39408 -0.40023 -5.14559
H 0.08949 -1.22929 -1.49649
H -0.13885 -1.60739 0.18248
H 1.16477 -2.36877 -0.75973
H 1.00976 0.64615 -0.52633
H 1.71724 -0.18221 0.82471
H 3.27647 -1.19235 -1.34142
H 3.55362 0.40418 -0.59075
H 2.39259 1.56075 -2.11465
H 1.51297 0.23666 -2.79738
H 4.55319 0.29358 -2.92937
H 3.68195 1.42485 -3.92493
H 4.37654 -1.09032 -4.70930
H 3.15954 -0.18307 -5.51127
H 2.44490 -1.96967 -3.12196
H 2.80181 -2.64326 -4.66463
H 0.10046 -4.79493 -4.50790
H 1.66609 -4.12528 -4.16214
H 1.08604 -5.13386 -1.07090
H -0.34525 -5.80386 -1.83792
H 1.23860 -5.85241 -2.69427
H -1.86083 -3.41628 -4.74166
H -3.56130 -0.31028 -5.59037
H -3.46282 -1.63462 -6.73945
H -4.76946 -0.41543 -3.84785
H -3.51977 -1.30333 -2.96089
H -6.25536 -2.39490 -3.59378
H -5.06191 -3.16191 -2.56034
H -6.72713 -0.67061 -2.06319
H -5.21945 -0.95397 -1.12589
H -6.55252 -2.11422 -1.08618
C -4.29290 -1.50060 1.64810
Cl -4.04677 -0.06656 0.64191
Cl -5.90812 -1.53234 2.36581
H -4.16593 -2.38214 1.03079
H -3.55957 -1.49271 2.44708
C 4.25473 -2.82251 1.90476
Cl 4.49613 -1.93409 3.42200
Cl 3.26778 -1.89558 0.76074
H 5.22612 -3.01260 1.46339
H 3.75807 -3.75962 2.12856
C 0.88817 -1.81493 6.74813
Cl -0.35800 -1.36908 5.57592
Cl 0.19806 -2.30563 8.29706
H 1.45845 -2.64234 6.35281
H 1.53213 -0.95671 6.90682
C 6.99768 0.94044 2.66305
Cl 8.07489 -0.29128 2.00288
Cl 6.81905 2.31607 1.55701
H 6.02001 0.49990 2.82387
H 7.40874 1.30147 3.59804
C 6.73642 5.92630 2.72012
Cl 6.87381 5.78970 4.47705
Cl 6.05488 7.48296 2.23396
H 7.72264 5.82513 2.28411
H 6.08804 5.13607 2.36273
C 3.27482 2.85215 2.70774
Cl 3.14963 1.09069 2.76621
Cl 1.78789 3.63219 2.15391
H 3.51103 3.22092 3.70070
H 4.06680 3.10758 2.01406
C 0.11649 5.08546 5.26341
Cl 0.10880 4.36641 6.87693
Cl 1.73535 5.56073 4.72278
H -0.29529 4.36698 4.56388
H -0.49430 5.97917 5.28536
C -0.59114 1.94439 9.86365
Cl 0.33118 1.14915 8.58484
Cl -0.22846 1.26995 11.45679
H -0.34065 2.99845 9.86750
H -1.64667 1.81004 9.66090
C -3.41171 1.59665 4.15157
Cl -3.36987 0.95160 5.79684
Cl -1.78805 1.87088 3.50119
H -3.91793 0.88371 3.51117
H -3.94973 2.53662 4.15993
C -0.29780 -8.08052 0.40878
Cl 1.14104 -8.70244 -0.41172
Cl -1.71331 -8.07949 -0.64909
H -0.50771 -8.71153 1.26353
H -0.10114 -7.06471 0.73055
C -0.20774 6.54499 1.42774
Cl -1.52519 6.82201 2.57919
Cl -0.60671 5.25841 0.28419
H -0.03089 7.45947 0.87464
H 0.68096 6.26242 1.98154
C -4.07191 7.88099 -0.08226
Cl -3.97386 9.40869 -0.96483
Cl -5.71310 7.55982 0.49599
H -3.77365 7.07659 -0.74369
H -3.41004 7.92908 0.77268
C 3.06932 -8.23258 -4.24971
Cl 3.29660 -7.19498 -2.83680
Cl 2.13070 -7.42249 -5.50996
H 4.04141 -8.49140 -4.65072
H 2.53975 -9.12572 -3.94050
C -9.00154 5.68126 -0.48426
Cl -9.42316 4.91956 -2.02261
Cl -9.60322 4.75131 0.89373
H -7.92280 5.74828 -0.41431
H -9.44095 6.67074 -0.45423
```

Calculated values
- HOMO (eV) = -8.6
- orbital gap (eV) = 8.2
- lowest unoccupied orbital energy (eV) = -0.31

***

Entry 2:
This record from the Open Molecules 2025 dataset describes a cluster of 11 separate species, C33H58F6N2O25 in total at a distorted geometry. The level of theory is wB97M-V/def2-TZVPD.

```
124
Properties=species:S:1:pos:R:3
C -3.48121 0.52578 -2.64451
C -2.56045 0.54839 -3.87175
O -1.23112 0.96841 -3.58243
C -0.22754 0.76114 -4.41540
O -0.25924 0.06315 -5.46229
C 1.19013 1.25212 -3.93153
F 1.05397 1.79170 -2.73332
F 2.03408 0.13407 -3.90263
F 1.74456 2.19050 -4.75417
H -3.18833 -0.18152 -1.86860
H -4.51853 0.32423 -2.91180
H -3.33351 1.48659 -2.15143
H -2.93004 1.22086 -4.64589
H -2.64466 -0.39042 -4.41914
C 4.42445 -2.80676 -3.29681
C 4.42396 -3.56892 -4.65203
O 4.14901 -2.78025 -5.69675
C 2.92737 -2.36796 -5.98016
O 1.88077 -2.67096 -5.40512
C 2.74647 -1.59392 -7.35273
F 3.99699 -1.32264 -7.72375
F 2.18976 -2.40155 -8.29958
F 2.03672 -0.50739 -7.14989
H 3.53987 -2.19442 -3.12170
H 5.18398 -2.06069 -3.06315
H 4.35559 -3.50407 -2.46187
H 3.79787 -4.45790 -4.57568
H 5.41880 -3.98189 -4.81890
C 3.42012 -0.40376 -0.11592
O 3.61210 -1.81652 -0.22537
C 4.45410 -2.49030 0.59701
O 4.99623 -2.05909 1.63762
O 4.71425 -3.64839 -0.00550
C 5.65299 -4.59358 0.51053
H 4.42224 0.01209 -0.22050
H 2.87984 -0.06591 0.76841
H 2.73086 0.01633 -0.84841
H 6.62663 -4.20991 0.81535
H 5.68685 -5.38929 -0.23366
H 5.23762 -5.07879 1.39378
C -1.88916 1.49703 1.19775
O -1.70387 0.69760 0.10551
C -0.57663 0.10129 -0.22988
O 0.53598 0.19634 0.30092
O -0.79872 -0.75912 -1.29419
C 0.14451 -1.66888 -1.83427
H -1.18059 1.14831 1.94904
H -2.91792 1.35445 1.52853
H -1.64563 2.53469 0.96960
H 1.17829 -1.41143 -1.60380
H -0.05124 -1.55116 -2.90007
H -0.13113 -2.68124 -1.53892
C -5.31438 -0.41599 2.00086
O -5.42552 -1.06560 3.28597
C -4.36348 -0.85575 4.10971
O -3.31815 -0.35862 3.82374
O -4.71801 -1.30263 5.37582
C -3.64971 -1.20526 6.31461
H -6.29687 -0.42900 1.52901
H -4.56088 -0.65730 1.25112
H -5.19237 0.66347 2.09025
H -3.97925 -1.70151 7.22744
H -3.39906 -0.17099 6.55031
H -2.70088 -1.61451 5.96773
C -2.39518 -2.83964 0.93121
O -1.08032 -3.00806 1.29917
C -0.43935 -4.18102 0.95335
O -0.92427 -5.09655 0.31469
O 0.75358 -4.06847 1.48079
C 1.69706 -5.12399 1.41596
H -2.45738 -2.56769 -0.12249
H -2.87263 -1.95061 1.34323
H -3.06715 -3.69505 1.00081
H 2.52243 -4.82531 0.76969
H 1.35767 -6.08082 1.01924
H 2.07745 -5.34358 2.41355
C -0.79344 1.99321 6.71642
O -2.09001 2.39019 6.20744
C -2.14267 2.86673 4.98395
O -1.23342 2.88583 4.09908
O -3.35479 3.27408 4.74336
C -3.90151 3.57379 3.44361
H -0.17144 2.81747 6.36740
H -0.29578 1.05157 6.48457
H -0.95425 2.09701 7.78949
H -3.32132 4.25270 2.81865
H -4.78851 4.18262 3.61867
H -4.10694 2.63395 2.93117
C -1.13790 7.53391 -1.41960
O -2.19268 6.68571 -1.85766
C -2.88594 5.95054 -0.94226
O -2.90663 6.06415 0.26688
O -3.45183 5.04046 -1.71350
C -4.20226 4.03474 -1.09500
H -1.33667 8.57066 -1.14806
H -0.31399 7.64906 -2.12387
H -0.67898 7.12519 -0.51935
H -4.97456 3.65303 -1.76280
H -4.64117 4.49380 -0.20916
H -3.61934 3.16009 -0.80636
C 4.54755 2.93113 1.94651
O 3.69176 3.18694 0.74882
C 2.50763 3.62848 1.01089
O 1.98120 3.83796 2.16476
O 1.85886 3.72032 -0.15531
C 0.45839 3.88074 -0.19635
H 5.59212 2.94823 1.63557
H 4.38362 1.96929 2.43240
H 4.45546 3.83204 2.55312
H 0.10038 4.84223 0.17169
H -0.04996 3.13176 0.41088
H 0.06678 3.82283 -1.21192
C 1.58668 -0.08531 3.14011
C 1.90549 -0.18618 4.63320
N 2.05074 -0.43463 5.75446
H 0.56451 0.27711 3.03095
H 1.67651 -1.03172 2.60687
H 2.42800 0.45702 2.70866
C 0.34900 -5.34243 -3.00377
C -1.02992 -4.86068 -3.19701
N -2.12668 -4.42351 -3.31792
H 0.80407 -4.87202 -2.13214
H 0.98407 -5.09239 -3.85363
H 0.33896 -6.42988 -2.93002
```

Calculated values
- HOMO (eV) = -10.3
- orbital gap (eV) = 10.6
- energy above the lowest of the compared OMol25 structures with the same formula, charge and spin (eV) = 0.000
- lowest unoccupied orbital energy (eV) = 0.29

***

Entry 3:
This record from the Open Molecules 2025 dataset describes a cluster of 12 separate species, C33H59Cl22FNO8 in total at a distorted geometry. The level of theory is wB97M-V/def2-TZVPD.

```
124
Properties=species:S:1:pos:R:3
C 0.93938 4.25175 1.64270
C 1.47339 3.62689 0.38395
O 2.32134 2.75987 0.44974
O 0.98667 4.09689 -0.78344
C 0.47617 3.01879 -1.61350
C -0.28703 3.61270 -2.76102
C -1.12554 2.59078 -3.53138
C -0.34515 1.61496 -4.42307
C 0.01943 0.32877 -3.66841
C -1.19775 -0.35957 -3.02373
C -0.98803 -0.39936 -1.50208
C -1.75802 -1.51575 -0.79356
C -2.06167 -1.26269 0.71081
C -0.81602 -0.55189 1.31191
C -0.61693 -0.52552 2.81918
C 0.48702 0.50561 3.16646
F -0.17987 -1.72340 3.35328
C -2.09424 -2.71425 1.28554
O -3.18740 -3.18604 1.69384
O -1.02663 -3.32514 1.23591
N -3.35182 -0.61324 0.86424
C -3.67140 0.51662 0.03452
C -2.98539 1.88387 0.39387
C -4.05612 2.95776 0.65966
C -3.57753 4.16530 1.43903
O -4.36078 4.87357 2.02713
O -2.22160 4.42134 1.45106
C -3.83106 -0.46906 2.19589
C -5.35115 -0.76104 2.32770
O -5.89870 -1.37115 1.13921
C -7.18418 -1.07574 0.97347
O -7.76754 -1.22734 -0.08125
H 1.66289 4.97696 1.99189
H 0.82582 3.49176 2.40047
H -0.02211 4.72111 1.46547
H 1.31926 2.42374 -1.92842
H -0.20694 2.44485 -0.99064
H -0.98489 4.33737 -2.34420
H 0.37449 4.17780 -3.41819
H -1.78824 3.16186 -4.17792
H -1.76118 2.08374 -2.80947
H -0.85902 1.37782 -5.35062
H 0.59467 2.09717 -4.68914
H 0.75318 0.61938 -2.92429
H 0.50525 -0.36805 -4.34480
H -1.31459 -1.36540 -3.41352
H -2.11737 0.18414 -3.22923
H -1.14360 0.58684 -1.07968
H 0.07049 -0.61417 -1.37504
H -1.21855 -2.44302 -0.92398
H -2.72030 -1.64714 -1.28934
H -0.70836 0.47498 0.98312
H 0.05034 -1.06657 0.90755
H -1.48684 -0.21854 3.39207
H 1.31728 -0.05064 3.59290
H 0.88356 1.02248 2.29855
H 0.16695 1.19819 3.94013
H -3.57057 0.33955 -1.03077
H -4.73312 0.70997 0.18654
H -2.32775 2.23202 -0.39375
H -2.45932 1.74713 1.33347
H -4.49891 3.24273 -0.29216
H -4.85624 2.52518 1.24845
H -1.84628 3.91330 2.18013
H -3.34705 -1.14666 2.87899
H -3.70124 0.53498 2.63184
H -5.85405 0.19580 2.46641
H -5.56372 -1.34221 3.21926
H -7.75605 -0.70210 1.83697
C 4.29048 1.72046 -3.33012
Cl 3.04289 2.48180 -4.33943
Cl 3.59979 0.73748 -2.03993
H 4.89130 1.07992 -3.96484
H 4.90132 2.49882 -2.88757
C 1.31278 -3.18175 6.14212
Cl 0.25988 -3.01772 7.55828
Cl 2.26530 -1.72303 5.86375
H 1.98772 -4.01246 6.30729
H 0.69643 -3.36272 5.26762
C 7.17881 -1.05478 -5.05457
Cl 5.85640 -0.16809 -5.81831
Cl 7.59797 -0.36651 -3.47867
H 6.87141 -2.08391 -4.91087
H 8.04818 -1.00359 -5.70023
C -3.69818 -6.39338 1.86241
Cl -2.29218 -7.18421 2.58725
Cl -3.71406 -6.59269 0.10339
H -4.59860 -6.83848 2.26974
H -3.65494 -5.32591 2.09192
C 1.08038 -7.82124 1.70754
Cl 2.66076 -7.46961 2.42569
Cl 1.04984 -9.42796 0.96375
H 0.32914 -7.78257 2.48416
H 0.86725 -7.07857 0.94849
C -0.83908 6.11736 4.77035
Cl 0.68581 6.73407 4.12124
Cl -0.97672 4.36542 4.57752
H -0.88496 6.35069 5.82697
H -1.65970 6.58981 4.24349
C 1.19344 7.02635 -4.77783
Cl -0.06325 7.52702 -3.64132
Cl 0.61088 5.79409 -5.90273
H 1.51231 7.89122 -5.34676
H 2.02595 6.61632 -4.21777
C 10.63954 1.36283 -2.40435
Cl 10.37899 2.12266 -3.97785
Cl 12.33979 0.94317 -2.15010
H 10.33270 2.05399 -1.62859
H 10.04747 0.45721 -2.35712
C 10.58688 0.87528 -7.68677
Cl 9.66221 2.27752 -7.14975
Cl 9.66455 -0.62481 -7.51360
H 10.84151 1.00486 -8.73155
H 11.48560 0.79986 -7.08566
C -0.75931 -5.52568 10.59700
Cl -1.28466 -4.93739 12.18181
Cl -2.12622 -5.94993 9.56444
H -0.18668 -4.74561 10.10878
H -0.14693 -6.40733 10.74140
C -6.47364 -6.64812 -2.16082
Cl -6.23073 -8.21689 -2.94722
Cl -6.65886 -5.34772 -3.34367
H -7.37290 -6.69945 -1.55929
H -5.61374 -6.43676 -1.53582
```

Calculated values
- HOMO (eV) = -5.1
- orbital gap (eV) = 6.5
- total charge = -1
- lowest unoccupied orbital energy (eV) = 1.43

***

Entry 4:
This record from the Open Molecules 2025 dataset describes a cluster of 8 separate species, C33H59Cl3O13 in total at a distorted geometry. The level of theory is wB97M-V/def2-TZVPD.

```
108
Properties=species:S:1:pos:R:3
O -1.36537 -3.66208 -0.66606
C -0.94227 -2.52516 -0.74160
C -1.85702 -1.38502 -0.61283
C -1.37401 -0.14704 -0.68946
O -2.13154 0.92586 -0.34953
C 0.05144 0.19979 -0.98910
O 0.44260 1.32271 -1.17717
C 0.95291 -0.97934 -1.11946
C 0.48130 -2.22952 -1.01594
O 1.30747 -3.27693 -1.16924
H -2.89849 -1.59288 -0.41339
H -1.50680 1.67055 -0.27579
H 1.96368 -0.87903 -1.49304
H 0.78314 -4.10625 -1.11989
O -2.92077 5.42125 4.72817
C -3.39588 5.46801 3.61285
C -4.23564 6.56714 3.17558
C -4.74428 6.59603 1.93807
O -5.56580 7.56896 1.53969
C -4.52558 5.46398 0.95937
O -5.10180 5.45811 -0.09918
C -3.55740 4.43095 1.37024
C -3.05293 4.40109 2.60621
O -2.22026 3.47329 3.05339
H -4.46121 7.33547 3.90185
H -5.84442 7.37066 0.62785
H -3.22332 3.67159 0.67411
H -1.96883 3.58435 3.98171
Cl -4.78428 -4.44298 -0.21968
C -3.72898 -5.80064 -0.58185
Cl -3.38663 -5.93454 -2.36190
Cl -4.48591 -7.30851 -0.07995
H -2.78182 -5.57981 -0.10696
C -3.00986 -3.04652 -3.86016
C -2.30133 -1.69510 -3.94496
O -0.90684 -1.85057 -3.62787
C 0.00149 -2.26130 -4.63641
C 0.07975 -1.33435 -5.82338
H -3.88387 -2.99957 -4.51487
H -2.39372 -3.85530 -4.24886
H -3.24943 -3.22051 -2.81715
H -2.33321 -1.26435 -4.94864
H -2.66778 -0.99593 -3.19691
H 0.93497 -2.30077 -4.06578
H -0.18050 -3.30428 -4.93176
H 0.87140 -1.65140 -6.50292
H 0.19886 -0.28254 -5.56713
H -0.84921 -1.40157 -6.39708
C 0.77074 5.35542 1.49784
C 1.05891 3.89798 1.73518
O 2.41034 3.63774 2.07999
C 2.55120 2.30240 2.55948
C 4.04754 2.09680 2.70091
H -0.16059 5.46767 0.93616
H 0.52028 5.89737 2.41632
H 1.59152 5.90552 1.03965
H 0.41540 3.52525 2.54686
H 0.75576 3.25186 0.89537
H 2.11395 2.08913 3.54007
H 2.15497 1.56204 1.86089
H 4.59453 2.96842 3.05969
H 4.50950 2.02887 1.70766
H 4.20628 1.15902 3.23396
C -1.12432 -3.24689 4.29139
C -0.31414 -2.63854 3.19590
O -0.10427 -1.24979 3.43195
C -1.22638 -0.39186 3.20024
C -0.64190 0.88388 2.60390
H -1.36851 -4.30991 4.18777
H -0.67559 -3.22017 5.28586
H -2.10014 -2.75475 4.36671
H 0.65387 -3.14843 3.16048
H -0.68752 -2.73281 2.17163
H -2.00271 -0.77723 2.52495
H -1.64135 -0.31036 4.21131
H 0.20481 0.65187 1.96398
H -0.26506 1.46909 3.44452
H -1.39450 1.45150 2.06845
C -0.38670 -6.82319 1.86536
C 0.75117 -5.97776 1.26582
O 0.66213 -5.91754 -0.12852
C 0.95127 -7.12951 -0.82068
C 1.02910 -6.79245 -2.28905
H -0.25856 -7.90749 1.92100
H -0.53717 -6.61157 2.92991
H -1.31967 -6.61939 1.33872
H 0.73943 -4.98827 1.71224
H 1.69830 -6.44131 1.56813
H 1.88394 -7.55164 -0.44060
H 0.10551 -7.80380 -0.65887
H 1.48300 -7.55735 -2.91245
H 1.59356 -5.85689 -2.37676
H 0.05907 -6.50746 -2.70343
C 3.80921 2.64933 -1.28789
C 4.23191 4.06293 -1.03120
O 5.23848 4.43940 -1.94648
C 5.48143 5.80976 -2.07291
C 5.92460 6.12580 -3.50048
H 4.54682 1.88312 -1.07102
H 2.86726 2.45780 -0.75960
H 3.38338 2.60265 -2.29572
H 3.34992 4.71176 -1.14613
H 4.54252 4.26341 0.00385
H 4.60189 6.43413 -1.87491
H 6.28168 6.12109 -1.39204
H 5.11104 6.38066 -4.17794
H 6.41265 5.20130 -3.82689
H 6.67814 6.90538 -3.61377
```

Calculated values
- HOMO (eV) = -9.3
- orbital gap (eV) = 7.8
- energy above the lowest of the compared OMol25 structures with the same formula, charge and spin (eV) = 1.237
- lowest unoccupied orbital energy (eV) = -1.50